Entry 1:
110
Properties=species:S:1:pos:R:3:forces:R:3 method="wB97M-V/def2-TZVPD" homo_lumo_gap_ev="8.0903 / 3.0934" fmax_ev_per_a=10.993 total_charge=-1 multiplicity=2 energy_ev=-269419.9422 s2=0.761
S 3.5367 0.2804 -2.7783 3.108 -4.165 5.228
S -1.0209 1.0982 -0.7764 -5.356 -2.958 -2.511
S 2.8004 1.8381 -4.2666 -3.033 3.439 -6.033
S 0.4845 0.7222 4.7132 4.695 -7.289 -1.164
S -4.2090 1.8398 -4.3270 3.383 0.157 7.235
S -0.4072 -0.3396 -6.5746 -2.769 4.027 -2.321
S 0.5437 5.6142 -1.9698 -2.689 -0.911 -8.071
S 0.0745 -1.4498 -4.4877 4.932 -2.558 3.614
S -4.8497 1.2692 -6.5197 -2.587 -2.071 -10.481
S -0.9054 2.4026 5.1487 -4.501 9.176 3.065
S 0.9353 1.6781 0.2878 9.345 -1.067 4.513
S 1.4330 5.9440 0.1280 1.117 1.242 5.711
P -3.6387 -1.3148 1.3681 0.058 -0.915 0.263
P 5.1086 -2.6197 2.3686 -0.591 0.081 0.492
F -0.7431 4.8407 -2.5933 0.048 0.570 -0.417
F 1.4721 2.3337 1.6878 -0.762 -0.018 -1.278
F 0.9075 5.5642 1.6183 0.587 0.117 -0.930
F 0.6065 -0.4384 3.6022 -0.648 0.379 -0.232
F -2.4417 2.7794 4.7531 -0.546 1.142 0.273
F -4.5694 0.8963 -3.0759 0.587 0.520 -0.810
F 4.4027 0.3578 -1.4107 0.435 0.549 -0.127
F 2.7977 3.3758 -4.5816 0.375 1.139 -0.708
F -1.3629 0.9743 -6.7790 -0.843 0.044 -0.157
F -2.6226 1.3330 -0.6511 0.766 0.562 0.449
F -0.2364 -1.5058 -2.9219 -0.434 0.076 -0.910
F -4.4401 0.1647 -7.6807 -0.418 1.303 1.590
O 1.5388 -1.2036 -4.4947 -3.617 -0.156 -0.661
O -5.3230 2.7394 -4.2715 1.182 -0.562 -1.452
O -2.8147 2.3077 -3.9934 -4.071 -1.426 -2.013
O 1.3718 1.6861 -4.0235 0.778 -0.461 -0.047
O 2.2966 -0.1413 -2.1576 0.957 1.009 -1.772
O -0.1638 3.6125 4.7414 -1.084 -2.587 0.270
O -4.4677 -2.2404 2.4286 1.612 1.905 -1.038
O 1.6650 2.4513 -0.7123 -2.020 -0.852 1.142
O 0.5390 -0.1080 5.9159 -1.154 2.099 -1.463
O -4.7209 -0.8082 0.3010 1.406 -0.895 -0.340
O 5.8771 -1.2688 1.8776 -0.155 -2.995 0.817
O -2.9665 -0.2117 2.0927 0.229 0.011 -0.368
O -4.1621 2.4333 -7.0196 -0.823 -0.661 1.808
O 0.4708 6.9814 -2.4789 0.630 -2.597 1.092
O 1.5775 4.6966 -2.4600 -0.635 1.890 1.136
O -0.9614 -0.3462 -0.6760 0.428 2.935 0.474
O -0.7444 1.7474 -2.0363 0.280 -0.177 1.452
O -2.6936 -2.3427 0.5344 -1.639 1.733 0.115
O 2.6098 5.0621 -0.0416 -2.417 2.126 0.070
O 1.5452 7.4085 0.1747 0.152 -3.518 -0.604
O 1.6866 1.4606 4.4040 -1.860 0.621 0.462
O -6.3155 1.1488 -6.6201 2.583 0.749 1.509
O -1.0130 2.1946 6.5777 0.707 -0.598 -1.676
O 1.3722 0.2746 0.5077 -2.172 3.565 -1.062
O -1.0768 -1.3237 -7.3961 1.422 0.778 1.583
O 5.9162 -3.8890 2.4299 -1.053 2.628 0.160
O 3.3992 1.2105 -5.4258 -0.975 0.476 1.768
O 4.3507 -2.0881 3.7677 0.152 -0.164 -3.663
O 3.8321 -2.7104 1.3716 1.850 0.468 4.637
O 0.8033 0.3408 -6.9413 -0.085 -2.059 0.706
O -0.3057 -2.7196 -5.0391 -0.459 0.683 0.312
O 4.3683 -0.6662 -3.5268 -1.997 2.537 0.560
N 3.7155 1.9979 -3.0434 0.021 -3.932 1.219
N -1.0438 1.2549 4.1619 4.443 -2.881 0.413
N -0.0373 5.4135 -0.5473 3.803 1.070 1.817
N -0.5927 2.0587 0.5928 -0.487 -1.698 -3.392
N -0.8746 -0.2482 -4.8845 1.360 -1.286 -2.611
N -4.2116 0.4658 -5.3730 0.551 1.847 2.562
C -1.6350 -3.0166 1.2221 0.139 -1.530 1.079
C 3.9406 -3.0253 0.0364 -1.792 0.248 -1.246
C -4.8341 -4.5751 2.1384 0.104 -0.456 0.396
C 5.1887 -0.0439 1.7289 0.464 0.853 -0.518
C 5.8993 0.9606 2.6018 0.132 0.775 -0.031
C 2.4489 -3.3570 -0.2091 0.164 -0.321 -1.433
C 4.9950 -2.1045 5.0173 0.956 -0.998 0.105
C -6.8185 -0.0670 1.1818 1.095 0.239 -0.169
C -1.1057 -4.2137 0.4297 -0.010 1.131 -1.287
C -5.3894 -3.1989 1.9646 -1.217 0.183 -0.325
C 3.9575 -1.7631 6.0379 -0.272 -0.701 0.760
C -5.5087 0.3530 0.4846 -1.687 0.586 0.785
Li -0.8080 1.6139 -4.2150 0.654 0.112 0.276
Li -1.5271 1.5106 2.2560 -0.543 -1.148 0.541
Li -1.1001 4.0560 0.2549 0.151 -0.095 -0.031
Li 3.2927 3.5187 -1.7249 -0.872 -0.020 0.151
H 6.9854 0.9851 2.5124 0.038 -0.415 -0.447
H -6.2753 -3.0254 2.5755 0.008 -0.489 0.504
H -0.8668 -2.3443 1.6041 0.012 0.235 -0.479
H -7.2525 -0.8804 0.6004 -0.128 -0.006 0.177
H -5.6141 -5.3151 1.9591 0.033 -0.085 0.225
H -3.9620 -4.8688 1.5543 -0.139 0.476 -0.465
H 1.7630 -2.5119 -0.1496 0.458 0.394 -0.083
H -7.5065 0.7781 1.2079 -0.026 -0.089 0.200
H -2.0855 -3.4947 2.0919 -0.068 0.266 0.421
H 3.6215 -0.7263 6.0273 -0.249 -0.190 -0.466
H -4.9950 1.1208 1.0631 0.241 -0.197 0.088
H 4.2403 -1.9598 7.0721 0.633 0.012 -0.020
H -4.4766 -4.5965 3.1679 -0.258 -0.438 0.183
H 5.8849 -1.4768 5.0637 -0.010 0.339 -0.253
H -1.9365 -4.7943 0.0288 -0.085 -0.447 0.665
H -0.6186 -3.9254 -0.5017 0.322 0.434 0.073
H 5.7219 0.8013 3.6654 -0.397 0.006 -0.041
H 3.1813 -2.5105 5.8736 -0.620 0.582 -0.088
H 5.2814 0.1455 0.6595 0.035 0.560 0.112
H 2.0743 -4.0535 0.5410 0.470 -0.203 0.064
H 5.3363 -3.1394 5.0432 0.276 -0.097 1.083
H -5.8311 0.8279 -0.4420 0.780 -0.491 -0.537
H -5.8131 -2.9379 0.9948 0.682 -0.203 -0.532
H -0.3600 -4.7664 1.0013 -0.408 -0.145 0.144
H 4.5999 -3.8521 -0.2281 0.033 -0.170 0.424
H 4.1185 -0.0313 1.9356 -0.021 -0.598 0.315
H 5.5776 1.9591 2.3059 -0.234 0.152 0.302
H 4.3170 -2.1107 -0.4218 -0.258 -0.165 -0.827
H 2.3154 -3.8176 -1.1879 -0.128 0.009 -0.135
H -6.5239 -0.3958 2.1784 -0.558 -0.086 0.135

Entry 2:
50
Properties=species:S:1:pos:R:3:forces:R:3 method="wB97M-V/def2-TZVPD" homo_lumo_gap_ev=10.4192 fmax_ev_per_a=6.234 smiles="CCCCCN(CCO[Si](C)(C)C)S(=O)(=O)F.CCO" energy_ev=-44040.6723
S -0.4826 -3.7536 1.3840 5.685 -1.511 2.065
Si 0.4295 0.7211 2.3252 0.440 0.079 0.734
F -1.6901 -3.5174 2.4678 0.948 -0.136 -1.935
O 0.4797 4.7839 0.9982 -0.140 -0.168 0.151
O -0.3593 -5.1881 1.0722 -1.903 2.714 -0.055
O -0.5390 -0.6574 1.9592 0.629 1.239 -0.363
O 0.7540 -3.2809 2.0532 -3.426 -0.312 -1.199
N -0.7048 -2.7742 0.0078 -1.843 -0.396 0.658
C -0.7014 2.1944 2.8182 -0.337 -0.142 -0.428
C 0.2925 -0.4634 -3.4004 0.613 0.056 0.173
C -0.7918 -3.5718 -1.2319 0.999 -1.545 -1.016
C -1.8048 -1.7833 0.1535 -0.437 0.957 0.067
C 1.5659 0.2847 3.8066 -0.958 -0.540 -0.834
C 1.6166 1.2036 0.9019 -0.507 0.053 0.416
C -1.3535 -0.4461 0.8191 -0.938 -0.037 0.353
C 0.8405 -3.0164 -3.1186 0.079 0.622 1.179
C 0.6427 -3.8896 -1.8208 -0.774 -0.165 -1.324
C -0.5134 5.1706 -1.1751 -0.047 -0.059 -0.058
C 1.1529 -1.5370 -2.6459 -0.269 -0.262 -0.654
C -0.6810 5.2692 0.3293 0.314 0.149 -0.188
H 0.6754 -4.9515 -2.1365 -0.035 0.426 0.446
H 2.2361 -1.3728 -2.8192 -0.622 0.157 0.278
H 0.8932 -0.0443 4.6244 0.610 0.329 -0.138
H -0.8719 0.2490 0.0936 -0.138 -0.685 0.126
H -0.0624 -0.8534 -4.3773 0.166 0.321 0.564
H -1.3396 -3.0547 -2.0454 0.151 0.218 0.979
H -0.3302 4.1360 -1.4717 -0.068 0.009 0.040
H -1.2480 1.9960 3.7673 0.482 0.109 -0.506
H 1.6273 -3.4312 -3.7812 -0.313 0.336 0.466
H -0.5753 -0.1420 -2.7880 0.334 -0.301 -0.419
H -0.0918 -2.9730 -3.7234 0.442 -0.385 0.413
H 0.9438 -1.4524 -1.5554 0.346 -0.064 -0.697
H 2.4692 0.4970 0.9345 -0.479 0.306 -0.337
H -2.2882 0.0697 1.1561 0.432 -0.302 -0.411
H -1.4876 2.3878 2.0491 0.507 -0.162 0.402
H 1.2234 5.3228 0.7152 0.060 0.012 0.006
H -1.4034 5.5330 -1.6933 0.048 0.013 -0.022
H -2.1831 -1.4973 -0.8529 0.463 -0.401 0.505
H 0.9000 0.4476 -3.5870 -0.439 -0.474 0.032
H 1.4483 -3.7214 -1.0824 -0.458 0.000 -0.348
H -2.6876 -2.2282 0.6676 0.683 0.372 -0.093
H -0.1232 3.1407 2.8917 -0.254 -0.641 0.073
H 1.9981 2.2193 1.1500 -0.256 -0.567 -0.246
H 1.1178 1.2410 -0.0894 0.570 -0.057 0.473
H -0.8568 6.3065 0.6323 -0.175 -0.015 -0.043
H -1.3175 -4.5461 -1.1008 0.237 0.756 0.252
H 0.3474 5.7567 -1.5074 -0.076 0.074 -0.003
H -1.5274 4.6665 0.6593 0.117 -0.026 0.122
H 2.2004 1.1502 4.0771 -0.336 -0.572 -0.003
H 2.1610 -0.5996 3.4895 -0.126 0.617 0.348

Entry 3:
48
Properties=species:S:1:pos:R:3:forces:R:3 method="wB97M-V/def2-TZVPD" homo_lumo_gap_ev="7.2276 / 6.1096" fmax_ev_per_a=9.059 total_charge=+3 multiplicity=6 energy_ev=-46508.7644 s2=8.774
Ir 0.7904 0.0492 -0.0852 -2.557 -0.488 -0.261
I 2.4556 0.0727 -1.8867 1.285 0.370 -2.876
P -0.0700 2.1794 -0.0648 -1.303 2.653 -0.146
P -0.1123 -2.0331 -0.6559 -0.899 -2.766 -0.210
O -0.3490 -0.3880 1.8138 0.332 0.267 2.159
O 2.9835 0.6877 1.9266 -3.453 -0.365 -4.020
C -0.1718 -0.6122 3.1839 0.671 -1.800 -0.233
C -0.9787 2.6452 1.4380 0.055 -0.392 0.342
C -1.3660 -1.8406 -1.9528 -0.050 0.411 -0.108
C -0.9520 -3.0111 0.6221 0.093 0.321 0.319
C -1.4646 -1.2278 3.7213 -1.427 -0.152 -0.039
C 0.0152 0.6783 3.9867 -0.073 1.704 0.000
C 1.1798 -3.1511 -1.3016 0.143 0.286 0.118
C 1.0169 -1.5392 3.4962 0.326 0.030 -0.451
C 2.1618 0.4925 1.1066 5.868 0.547 6.880
C 0.5633 0.4122 -3.1053 1.019 0.046 -0.827
C 1.2520 3.4142 -0.2567 0.151 -0.224 0.035
C -1.2672 2.4241 -1.3989 -0.051 -0.051 -0.131
H -1.6701 -2.2016 3.2648 0.158 0.174 0.146
H 1.9940 -3.1944 -0.5692 -0.058 -0.108 -0.164
H 0.7677 -4.1595 -1.4361 -0.044 0.224 0.029
H 0.8505 4.4211 -0.0780 0.027 -0.224 -0.049
H 1.6728 3.3585 -1.2672 -0.042 0.073 0.186
H -1.6041 1.7964 1.7413 0.010 0.338 -0.063
H -1.3760 -3.9302 0.1926 0.149 0.283 -0.045
H 1.0246 -1.7866 4.5694 -0.037 0.106 -0.464
H -0.2735 2.8749 2.2463 -0.147 -0.023 -0.203
H -2.0296 -2.7147 -1.9524 0.166 0.123 0.032
H 0.0892 0.4328 5.0549 -0.021 -0.187 -0.433
H 0.9359 -2.4618 2.9105 0.057 0.104 0.264
H 1.9633 -1.0444 3.2401 -0.231 -0.274 0.248
H -1.9563 -0.9430 -1.7241 -0.109 -0.304 -0.196
H -2.3007 -0.5524 3.5021 0.051 -0.232 0.152
H -1.8629 1.5073 -1.5017 -0.078 0.354 -0.045
H -1.9321 3.2562 -1.1366 0.138 -0.128 -0.161
H -0.7460 2.6401 -2.3378 -0.273 0.060 0.181
H -1.3849 -1.3465 4.8079 0.091 0.048 -0.283
H -0.8944 -1.7361 -2.9354 -0.244 -0.128 0.226
H -1.6132 3.5242 1.2525 0.268 -0.212 -0.109
H -0.8488 1.3288 3.8355 0.142 -0.047 0.217
H -0.4171 0.4282 -2.6395 0.454 -0.130 0.468
H 0.8165 1.3767 -3.5428 -0.036 -0.152 -0.110
H 0.9260 1.2060 3.6833 -0.114 -0.144 0.062
H 2.0434 3.2050 0.4771 -0.151 0.219 -0.185
H -1.7536 -2.4069 1.0594 0.010 -0.197 -0.101
H -0.2423 -3.2834 1.4110 -0.145 -0.008 -0.192
H 0.6666 -0.4105 -3.8091 -0.041 0.169 -0.113
H 1.5717 -2.7774 -2.2538 -0.081 -0.178 0.153